1.
{
  "formula": "C2H11NO2",
  "method": "the ωB97M-V functional and the def2-TZVPD basis",
  "species": ["C", "N", "C", "H", "H", "H", "H", "H", "H", "H", "H", "H", "O", "H", "H", "O"],
  "xyz": [[-1.03400, 2.09195, 0.34588], [-1.87973, 0.75986, 0.16217], [-1.34636, 0.24015, -1.04887], [-1.60208, 2.92112, -0.11848], [0.04396, 1.86786, 0.08104], [-0.95638, 2.26132, 1.46555], [-1.68738, 0.20294, 0.93520], [-0.58960, -0.61101, -0.69736], [-2.22990, -0.34958, -1.49862], [-0.95484, 0.92478, -1.71296], [0.98632, -1.31761, 1.06720], [0.57368, -2.11490, 2.40143], [0.69655, -1.22416, 1.99057], [3.01424, -2.23278, -1.67511], [3.50996, -0.73616, -1.24350], [2.71998, -1.29180, -1.48077]],
  "e_above_lowest_kcal_mol": 30.8,
  "multiplicity": 2,
  "s2": 0.75,
  "charge": -1,
  "homo_lumo_gap_ev": [3.01, 9.47],
  "e_lumo_ev": [3.9, 3.7]
}

2.
{
  "formula": "C12H38Br2F2N2O9S2",
  "method": "the ωB97M-V functional and the def2-TZVPD basis",
  "species": ["N", "H", "H", "H", "H", "N", "S", "O", "O", "F", "S", "O", "O", "F", "Br", "C", "C", "Br", "H", "H", "H", "H", "C", "C", "O", "H", "H", "H", "H", "H", "H", "C", "C", "O", "H", "H", "H", "H", "H", "H", "C", "C", "O", "H", "H", "H", "H", "H", "H", "C", "C", "O", "H", "H", "H", "H", "H", "H", "C", "C", "O", "H", "H", "H", "H", "H", "H"],
  "xyz": [[0.08668, -0.36243, -0.13149], [0.78512, -1.09135, -0.10084], [-0.56798, -0.48957, 0.62703], [-0.45192, -0.62764, -0.94370], [0.37329, 0.60582, -0.15255], [2.43086, -3.34308, -0.06164], [1.91390, -4.89945, -0.57755], [2.85233, -6.05650, -0.64104], [0.91149, -4.90447, -1.63016], [1.01861, -5.37075, 0.68298], [3.87471, -3.65829, 0.01920], [4.60379, -3.88930, -1.24067], [4.26191, -4.38290, 1.23974], [4.37355, -2.18928, 0.42841], [2.67718, 3.75696, 2.42209], [1.45366, 5.05244, 3.45575], [2.18039, 5.96754, 4.37695], [0.87083, 7.26631, 5.11150], [0.80467, 4.36558, 3.99902], [0.87213, 5.65120, 2.75475], [2.96522, 6.51763, 3.85777], [2.59708, 5.42926, 5.22826], [-2.84074, -3.43696, -5.05574], [-1.72245, -2.32083, -5.01276], [-1.23511, -2.13809, -3.76952], [-3.14632, -3.74614, -6.05531], [-3.72329, -3.10571, -4.50848], [-2.47682, -4.32776, -4.54376], [-2.07826, -1.35209, -5.36355], [-0.88795, -2.50775, -5.68862], [-0.87343, -2.96160, -3.43394], [2.36898, 1.55615, -4.17637], [3.35587, 2.70903, -4.49887], [2.74671, 3.99804, -4.08762], [2.67905, 0.69932, -4.77452], [1.35956, 1.83931, -4.47468], [2.46742, 1.35865, -3.10893], [3.44103, 2.85221, -5.57606], [4.38239, 2.63359, -4.14017], [3.28589, 4.76680, -4.28739], [-2.56627, 5.01892, -0.53684], [-1.55137, 5.07357, -1.62244], [-0.51273, 4.06722, -1.37774], [-3.56066, 5.40735, -0.75690], [-2.13050, 5.14007, 0.45488], [-2.90304, 3.98246, -0.51620], [-1.09723, 6.05031, -1.78929], [-1.99031, 4.75240, -2.56704], [0.07143, 4.15681, -2.13426], [-5.41467, -2.10433, 2.70269], [-4.12656, -2.42804, 1.86066], [-3.87014, -1.45647, 0.88765], [-5.49592, -1.03971, 2.92198], [-5.29648, -2.60664, 3.66280], [-6.25514, -2.46296, 2.10848], [-4.27671, -3.33104, 1.26893], [-3.19351, -2.57500, 2.40464], [-4.66184, -1.52986, 0.34968], [0.89698, -2.58857, 6.13057], [1.50181, -2.75392, 4.78373], [0.90895, -1.98134, 3.78683], [1.34918, -1.73539, 6.63622], [1.20483, -3.48107, 6.67534], [-0.18207, -2.44779, 6.19332], [1.28558, -3.78357, 4.49884], [2.59060, -2.72137, 4.74375], [1.28573, -2.48591, 3.06222]],
  "e_above_lowest_kcal_mol": 47.7,
  "multiplicity": 1,
  "charge": 0,
  "homo_lumo_gap_ev": 8.23,
  "e_lumo_ev": -1.1
}

3.
{
  "formula": "C26H42Cl3EuN4O4Si",
  "method": "the ωB97M-V functional and the def2-TZVPD basis",
  "species": ["C", "C", "H", "H", "H", "C", "C", "H", "H", "H", "H", "Eu", "Cl", "Cl", "H", "H", "C", "C", "N", "H", "C", "O", "H", "H", "H", "H", "H", "H", "C", "C", "N", "H", "C", "O", "H", "H", "H", "H", "O", "C", "C", "C", "H", "C", "H", "C", "H", "C", "C", "H", "H", "H", "Si", "Cl", "C", "C", "C", "H", "H", "H", "H", "H", "H", "H", "H", "H", "N", "C", "O", "C", "C", "C", "C", "N", "C", "H", "H", "H", "H", "H", "H"],
  "xyz": [[-2.14104, 2.44120, -3.68839], [-1.96297, 3.18429, -2.40640], [-2.86036, 2.94086, -4.34317], [-2.50556, 1.42268, -3.49482], [-1.19231, 2.33615, -4.23275], [-2.71955, 4.21497, -2.01148], [-3.86555, 4.78740, -2.76789], [-2.51275, 4.71769, -1.06907], [-4.24623, 4.13250, -3.55509], [-3.62292, 5.75656, -3.22432], [-4.69290, 4.96377, -2.07372], [-0.24772, -0.59377, -0.45251], [1.36413, -0.60690, -2.56606], [-2.04877, -2.38607, -0.87965], [3.10930, -4.95379, 2.16196], [4.12998, -5.40358, -0.07161], [2.15601, -4.67124, 1.70681], [3.14696, -5.21175, -0.51855], [2.37340, -4.29536, 0.31436], [1.70777, -3.82495, 2.23122], [1.79794, -3.19056, -0.15693], [1.03141, -2.47151, 0.52250], [3.28072, -4.78747, -1.51988], [2.05758, -2.91753, -1.19528], [1.49510, -5.54343, 1.76498], [2.63847, -6.17956, -0.61211], [-3.53605, 0.70263, -0.97350], [-3.73638, 3.06510, 0.87079], [-4.08056, 0.29392, -0.10691], [-4.25691, 2.25235, 1.40127], [-3.65555, 0.95536, 1.12126], [-3.87919, -0.78283, -0.05628], [-2.57734, 0.55348, 1.82522], [-1.77192, -0.32343, 1.47033], [-4.20334, 2.45292, 2.47826], [-2.45326, 1.07872, 2.79490], [-5.15014, 0.50513, -0.23801], [-5.29793, 2.24440, 1.06357], [-1.28357, 1.44792, -0.91649], [-0.88924, 2.62168, -1.48547], [-0.90935, 3.70709, 0.85923], [-0.35511, 3.61306, -0.41774], [-1.72655, 3.03348, 1.13407], [-0.41456, 4.65530, 1.75712], [-0.03018, 2.43010, -2.15864], [0.68375, 4.46388, -0.79530], [-0.87312, 4.73908, 2.74323], [0.62697, 5.50442, 1.37861], [1.18277, 5.40682, 0.09904], [1.05454, 4.36549, -1.81848], [0.98055, 6.26804, 2.06786], [1.98630, 6.06907, -0.21820], [-1.76510, -3.87068, -4.02009], [-1.99120, -1.77309, -4.20134], [-2.74439, -4.76199, -2.67497], [0.10151, -4.07759, -3.90616], [-2.54529, -4.65518, -5.56546], [-2.80029, -4.20032, -1.72343], [-2.26480, -5.72376, -2.44131], [-3.77353, -4.96334, -2.99968], [-3.64368, -4.58325, -5.49810], [-2.28291, -5.71885, -5.67571], [-2.24599, -4.14685, -6.48823], [0.55233, -3.39693, -3.16403], [0.56276, -3.82207, -4.87208], [0.38602, -5.10814, -3.65075], [2.40052, 0.44722, 6.12978], [1.54372, -0.03220, 5.16595], [0.75772, -0.94879, 5.39511], [1.61354, 0.67861, 3.84354], [2.27500, 1.90058, 3.63690], [2.41274, 2.38197, 2.34097], [1.87292, 1.64488, 1.27936], [1.15190, 0.53797, 1.47644], [0.99745, 0.07424, 2.73117], [2.42742, -0.08675, 6.98435], [3.22720, 0.98421, 5.89911], [2.69337, 2.45357, 4.47919], [2.92866, 3.31051, 2.12930], [2.02509, 1.96519, 0.24837], [0.37484, -0.81513, 2.84715]],
  "e_above_lowest_kcal_mol": 10.7,
  "multiplicity": 7,
  "s2": 12.01,
  "charge": 0,
  "homo_lumo_gap_ev": [7.66, 7.99],
  "e_lumo_ev": [-0.5, -0.2]
}

4.
{
  "formula": "C6H8",
  "method": "the ωB97M-V functional and the def2-TZVPD basis",
  "species": ["C", "C", "C", "C", "C", "C", "H", "H", "H", "H", "H", "H", "H", "H"],
  "xyz": [[1.43657, -1.08981, 0.52452], [2.30942, -2.27437, 0.66275], [-1.24750, -0.63989, 0.13192], [-0.61006, 0.72623, 0.33077], [0.19986, -0.48380, 0.24441], [-0.58289, 1.75001, -0.78230], [2.13288, -0.30707, 0.87016], [2.30604, -2.91599, -0.23086], [-1.81381, -1.06921, 0.94887], [-1.65612, -0.89389, -0.83915], [-0.74781, 1.16761, 1.31510], [-0.23241, 1.30610, -1.71209], [0.08674, 2.56759, -0.51679], [-1.58091, 2.15649, -0.94732]],
  "e_above_lowest_kcal_mol": 125.1,
  "multiplicity": 1,
  "charge": 0,
  "homo_lumo_gap_ev": [7.77, 7.69],
  "e_lumo_ev": [-0.8, -0.5]
}